{"formula": "C54H130N22O40", "method": "ωB97M-V/def2-TZVPD", "e_lumo_ev": -0.47, "e_homo_ev": -8.29, "charge": 0, "total_energy_ev": -172731.8489, "orbital_gap_ev": 7.82, "species": ["C", "N", "O", "O", "H", "H", "H", "C", "N", "O", "O", "H", "H", "H", "C", "N", "O", "O", "H", "H", "H", "C", "N", "O", "O", "H", "H", "H", "C", "N", "O", "O", "H", "H", "H", "C", "N", "O", "O", "H", "H", "H", "C", "N", "O", "O", "H", "H", "H", "C", "N", "O", "O", "H", "H", "H", "C", "N", "O", "O", "H", "H", "H", "C", "N", "O", "O", "H", "H", "H", "C", "N", "O", "O", "H", "H", "H", "C", "N", "O", "O", "H", "H", "H", "C", "N", "O", "O", "H", "H", "H", "C", "N", "O", "O", "H", "H", "H", "C", "N", "O", "O", "H", "H", "H", "C", "N", "O", "O", "H", "H", "H", "C", "N", "O", "O", "H", "H", "H", "C", "N", "O", "O", "H", "H", "H", "C", "C", "C", "C", "C", "C", "N", "O", "C", "C", "C", "H", "H", "H", "H", "H", "H", "H", "H", "H", "H", "H", "H", "H", "H", "H", "H", "H", "H", "H", "C", "C", "C", "C", "C", "C", "N", "O", "C", "C", "C", "H", "H", "H", "H", "H", "H", "H", "H", "H", "H", "H", "H", "H", "H", "H", "H", "H", "H", "H", "C", "C", "C", "C", "C", "C", "N", "O", "C", "C", "C", "H", "H", "H", "H", "H", "H", "H", "H", "H", "H", "H", "H", "H", "H", "H", "H", "H", "H", "H", "C", "C", "C", "C", "C", "C", "N", "O", "C", "C", "C", "H", "H", "H", "H", "H", "H", "H", "H", "H", "H", "H", "H", "H", "H", "H", "H", "H", "H", "H"], "coordinates": [[17.997, 26.582, 26.479], [18.373, 26.327, 27.914], [18.301, 27.331, 28.604], [18.711, 25.239, 28.258], [18.128, 27.612, 26.272], [16.916, 26.427, 26.383], [18.565, 25.832, 25.880], [20.977, 17.049, 17.898], [19.525, 17.310, 17.897], [18.768, 16.561, 18.456], [19.204, 18.327, 17.287], [21.384, 17.877, 17.343], [21.176, 16.096, 17.521], [21.331, 17.124, 18.919], [11.346, 23.119, 15.920], [10.277, 22.151, 16.072], [9.992, 21.548, 15.083], [9.878, 21.894, 17.173], [11.335, 23.534, 14.912], [12.277, 22.603, 16.092], [11.262, 23.761, 16.775], [11.042, 18.478, 15.752], [11.173, 18.624, 17.199], [12.358, 18.833, 17.519], [10.269, 18.372, 17.952], [11.637, 19.227, 15.313], [9.972, 18.540, 15.465], [11.527, 17.537, 15.474], [9.760, 23.996, 20.206], [9.357, 23.993, 21.643], [8.185, 24.049, 21.917], [10.234, 24.052, 22.493], [9.702, 22.940, 19.886], [10.796, 24.311, 20.262], [9.120, 24.730, 19.640], [22.354, 25.166, 18.004], [22.083, 24.716, 16.571], [23.035, 24.770, 15.772], [20.972, 24.310, 16.271], [21.517, 25.815, 18.228], [23.366, 25.592, 18.001], [22.216, 24.294, 18.570], [14.035, 23.883, 23.307], [15.183, 24.895, 23.358], [15.259, 25.637, 22.402], [15.831, 24.940, 24.358], [13.094, 24.416, 23.279], [13.917, 23.374, 24.228], [14.096, 23.358, 22.332], [22.034, 26.686, 22.049], [22.387, 25.305, 21.682], [21.560, 24.645, 21.012], [23.470, 24.857, 21.999], [21.189, 26.718, 22.658], [21.870, 27.293, 21.158], [22.939, 27.097, 22.534], [17.004, 25.864, 13.433], [16.286, 26.298, 14.661], [15.571, 27.276, 14.639], [16.301, 25.607, 15.656], [17.237, 24.904, 13.659], [17.916, 26.459, 13.313], [16.339, 25.946, 12.590], [21.683, 18.835, 22.836], [21.375, 18.460, 21.412], [20.305, 18.723, 20.939], [22.246, 17.840, 20.801], [21.199, 19.735, 23.140], [22.787, 18.835, 22.860], [21.197, 18.074, 23.457], [15.975, 16.153, 20.119], [14.570, 16.413, 20.534], [14.261, 16.270, 21.682], [13.814, 16.768, 19.674], [15.820, 15.371, 19.327], [16.486, 15.704, 20.973], [16.525, 17.054, 19.808], [17.233, 22.781, 26.166], [17.570, 22.981, 24.629], [18.383, 23.763, 24.244], [16.847, 22.324, 23.940], [16.296, 23.288, 26.331], [18.080, 23.177, 26.749], [16.988, 21.777, 26.435], [13.740, 26.923, 17.642], [13.122, 26.271, 18.849], [12.077, 25.651, 18.602], [13.613, 26.434, 19.916], [14.386, 27.766, 17.965], [12.940, 27.282, 16.993], [14.483, 26.198, 17.238], [18.798, 21.321, 15.652], [18.086, 21.776, 14.471], [17.879, 20.990, 13.551], [17.720, 22.944, 14.435], [19.724, 21.872, 15.705], [18.937, 20.270, 15.579], [18.144, 21.482, 16.489], [16.966, 28.321, 21.305], [18.138, 28.305, 22.186], [18.027, 28.865, 23.305], [19.209, 27.869, 21.789], [16.841, 29.400, 21.225], [16.154, 27.913, 21.800], [17.115, 27.928, 20.310], [22.663, 21.609, 20.021], [22.453, 21.058, 18.664], [22.691, 19.897, 18.524], [22.048, 21.767, 17.771], [23.585, 22.215, 20.009], [22.882, 20.695, 20.620], [21.816, 22.238, 20.288], [11.326, 19.498, 20.719], [11.597, 19.990, 22.112], [12.008, 19.181, 22.915], [11.398, 21.187, 22.362], [12.233, 19.698, 20.100], [10.592, 20.189, 20.326], [10.904, 18.476, 20.827], [15.627, 19.392, 23.365], [16.937, 19.311, 23.920], [17.020, 19.583, 25.061], [17.915, 19.190, 23.158], [15.578, 20.241, 22.645], [15.025, 19.512, 24.237], [15.403, 18.474, 22.795], [18.844, 28.252, 15.887], [18.627, 28.377, 17.417], [19.770, 29.206, 18.025], [19.659, 30.692, 17.784], [18.376, 31.189, 18.330], [17.123, 30.424, 17.646], [17.338, 29.031, 17.862], [16.312, 28.258, 17.386], [15.820, 30.826, 18.360], [16.904, 30.883, 16.224], [18.582, 26.960, 17.968], [18.994, 29.260, 15.464], [18.020, 27.748, 15.358], [19.580, 27.538, 15.678], [19.787, 28.881, 19.077], [20.642, 28.803, 17.576], [19.510, 30.834, 16.729], [20.569, 31.156, 18.145], [18.280, 32.274, 18.127], [18.315, 30.976, 19.376], [15.863, 30.490, 19.445], [15.641, 31.922, 18.294], [14.998, 30.337, 17.893], [17.613, 30.441, 15.512], [15.887, 30.584, 15.930], [16.995, 31.974, 16.055], [17.490, 26.724, 18.066], [18.947, 26.904, 18.960], [18.976, 26.208, 17.300], [16.331, 28.297, 16.377], [14.129, 23.731, 13.227], [13.675, 23.208, 11.801], [14.732, 23.456, 10.750], [15.936, 22.574, 10.862], [15.434, 21.088, 10.800], [14.262, 20.740, 11.768], [13.269, 21.801, 11.669], [12.270, 21.572, 12.715], [13.597, 19.500, 11.309], [14.655, 20.536, 13.296], [12.468, 24.088, 11.481], [14.357, 24.794, 13.288], [14.961, 23.178, 13.734], [13.357, 23.718, 13.968], [14.228, 23.274, 9.775], [15.071, 24.492, 10.785], [16.554, 22.784, 11.756], [16.609, 22.737, 9.973], [16.215, 20.362, 11.027], [15.199, 20.823, 9.780], [14.385, 18.794, 11.115], [12.898, 19.146, 12.110], [13.088, 19.623, 10.293], [15.256, 19.654, 13.429], [15.357, 21.352, 13.695], [13.697, 20.506, 13.884], [11.981, 23.832, 10.513], [12.721, 25.133, 11.411], [11.664, 24.031, 12.220], [11.497, 21.360, 12.214], [17.980, 13.841, 14.389], [18.168, 15.364, 14.324], [18.420, 15.873, 12.952], [17.185, 15.945, 12.107], [16.093, 16.733, 12.817], [15.739, 16.243, 14.211], [17.045, 16.092, 14.918], [16.836, 15.653, 16.251], [14.910, 17.383, 14.932], [14.849, 14.944, 14.356], [19.411, 15.708, 15.145], [17.589, 13.470, 15.364], [18.963, 13.306, 14.203], [17.372, 13.448, 13.628], [18.737, 16.927, 13.083], [19.250, 15.318, 12.514], [16.835, 14.896, 12.040], [17.387, 16.266, 11.062], [15.218, 16.614, 12.188], [16.306, 17.773, 12.884], [15.668, 18.105, 15.385], [14.223, 17.805, 14.251], [14.356, 16.972, 15.756], [14.955, 14.511, 15.407], [13.788, 15.151, 14.187], [15.126, 14.185, 13.632], [19.448, 15.098, 16.043], [19.536, 16.801, 15.320], [20.223, 15.510, 14.484], [17.309, 16.310, 16.783], [16.712, 23.413, 20.445], [17.567, 22.618, 19.474], [17.878, 21.251, 20.119], [16.652, 20.277, 20.088], [16.141, 20.092, 18.699], [15.684, 21.480, 18.138], [16.917, 22.349, 18.170], [16.610, 23.720, 17.784], [15.254, 21.369, 16.693], [14.431, 21.997, 18.882], [18.930, 23.347, 19.179], [17.204, 23.664, 21.395], [15.817, 22.840, 20.654], [16.316, 24.340, 19.936], [18.712, 20.778, 19.578], [18.206, 21.258, 21.164], [15.937, 20.744, 20.790], [16.836, 19.278, 20.587], [15.240, 19.524, 18.767], [16.702, 19.627, 17.915], [15.990, 20.878, 16.022], [14.368, 20.707, 16.720], [14.922, 22.354, 16.352], [14.307, 23.085, 18.809], [13.509, 21.634, 18.340], [14.316, 21.700, 19.951], [19.556, 22.844, 18.425], [19.390, 23.373, 20.194], [18.865, 24.401, 18.750], [16.886, 23.702, 16.844]], "lowdin_charge": [0.051, -0.456, 0.055, 0.071, 0.076, 0.096, 0.097, 0.053, -0.422, 0.066, 0.038, 0.093, 0.080, 0.069, 0.051, -0.469, 0.074, 0.073, 0.096, 0.093, 0.083, 0.033, -0.417, 0.016, 0.094, 0.065, 0.117, 0.107, 0.041, -0.453, 0.063, 0.033, 0.095, 0.064, 0.122, 0.067, -0.408, 0.040, 0.036, 0.083, 0.110, 0.039, 0.076, -0.403, 0.059, 0.050, 0.089, 0.082, 0.102, 0.046, -0.401, 0.011, 0.075, 0.064, 0.101, 0.113, 0.079, -0.421, 0.050, 0.067, 0.022, 0.118, 0.097, 0.060, -0.430, 0.078, 0.028, 0.084, 0.107, 0.109, 0.044, -0.475, 0.066, 0.061, 0.121, 0.096, 0.079, 0.086, -0.427, 0.073, 0.031, 0.080, 0.084, 0.064, 0.049, -0.432, 0.010, 0.097, 0.078, 0.101, 0.095, 0.055, -0.404, 0.066, 0.032, 0.101, 0.079, 0.068, 0.058, -0.389, 0.036, 0.043, 0.098, 0.061, 0.086, 0.056, -0.445, 0.074, 0.057, 0.112, 0.096, 0.077, 0.038, -0.434, 0.060, 0.026, 0.095, 0.076, 0.115, 0.028, -0.457, 0.084, 0.029, 0.097, 0.099, 0.104, -0.007, -0.451, -0.128, -0.184, -0.111, -0.515, -0.105, -0.094, -0.029, -0.037, -0.032, 0.076, 0.058, 0.067, 0.115, 0.106, 0.097, 0.121, 0.129, 0.101, 0.093, 0.101, 0.055, 0.062, 0.089, 0.104, 0.097, 0.058, 0.069, 0.096, -0.011, -0.490, -0.171, -0.161, -0.098, -0.515, -0.054, -0.053, -0.053, -0.017, -0.048, 0.066, 0.066, 0.041, 0.137, 0.114, 0.095, 0.126, 0.112, 0.109, 0.065, 0.095, 0.119, 0.037, 0.062, 0.087, 0.099, 0.078, 0.073, 0.092, -0.025, -0.542, -0.167, -0.169, -0.140, -0.448, -0.091, -0.039, -0.025, -0.021, -0.041, 0.096, 0.106, 0.042, 0.135, 0.129, 0.109, 0.125, 0.117, 0.094, 0.107, 0.044, 0.062, 0.102, 0.071, 0.057, 0.082, 0.092, 0.075, 0.066, -0.032, -0.492, -0.109, -0.171, -0.116, -0.471, -0.052, -0.069, -0.044, -0.032, -0.007, 0.083, 0.037, 0.100, 0.109, 0.112, 0.075, 0.108, 0.104, 0.104, 0.078, 0.080, 0.084, 0.079, 0.082, 0.074, 0.063, 0.078, 0.076, 0.073]}